Here is a structure of composition C46H51FN9O9RuS in a non-equilibrium geometry from the Open Molecules 2025 dataset. Energies are from ωB97M-V with the def2-TZVPD basis set.

ΔE to the lowest compared entry with this formula, charge and spin ... 0.0000 eV
E_HOMO (spin up / spin down) ... -5.24 / -8.10 eV
Spin multiplicity ... 6
LUMO (spin up / spin down) ... -0.235 / -1.428 eV
F_max ... 1.7 eV/A
Calculated total energy ... -96501.002 eV

Last column: Löwdin spin population.
CARTESIAN COORDINATES (ANGSTROEM)
Ru 1.398 -0.653 0.900  2.28
C 3.990 4.922 4.319  0.00
C 2.536 4.500 4.579  0.00
C 1.584 5.605 4.101  0.00
C 2.345 4.305 6.082  0.00
C 2.247 3.229 3.790  0.02
C 2.399 3.217 2.399  0.06
C 2.120 2.074 1.703  0.01
N 1.693 0.934 2.283  0.06
C 1.539 0.907 3.628  0.03
C 1.822 2.061 4.379  0.04
C 1.105 -0.296 4.318  0.20
C 1.457 -0.551 5.643  0.00
C 1.235 -1.756 6.270  0.18
C 0.697 -2.809 5.462  0.03
C 0.305 -2.572 4.197  0.11
N 0.381 -1.295 3.657  0.14
C 1.539 -1.929 7.757  0.02
C 0.609 -1.004 8.555  0.01
C 1.300 -3.367 8.219  0.00
C 2.998 -1.558 8.052  0.01
H 4.239 5.792 4.931  0.00
H 4.154 5.186 3.274  0.00
H 4.681 4.116 4.574  0.00
H 1.781 6.528 4.649  0.00
H 0.543 5.320 4.271  0.00
H 1.706 5.808 3.036  0.00
H 2.543 5.248 6.595  0.00
H 3.034 3.558 6.483  0.00
H 1.324 4.005 6.326  0.00
H 2.736 4.087 1.853  0.00
H 2.255 2.029 0.635  0.00
H 1.651 2.027 5.443  0.00
H 2.001 0.219 6.172  0.00
H 0.608 -3.817 5.836  0.00
H -0.124 -3.317 3.548  0.01
H -0.438 -1.232 8.346  0.00
H 0.782 0.045 8.302  0.00
H 0.780 -1.129 9.627  0.00
H 0.256 -3.663 8.092  0.00
H 1.541 -3.451 9.280  0.00
H 1.930 -4.076 7.677  0.00
H 3.219 -0.523 7.785  0.00
H 3.684 -2.203 7.499  0.00
H 3.202 -1.673 9.119  0.00
C 0.959 1.365 -6.424  0.00
C 0.883 2.443 -5.352  0.01
N 0.687 1.892 -4.016  0.09
C 1.788 1.548 -3.287  0.14
C 1.720 1.009 -2.039  0.03
C 3.033 0.515 -1.483  0.01
O 3.995 0.465 -2.234  0.02
O 3.052 0.112 -0.257  0.13
C 0.445 0.905 -1.427  0.21
O 0.210 0.378 -0.201  0.21
C -0.699 1.194 -2.175  0.02
C -1.994 0.964 -1.655  0.15
C -3.094 1.075 -2.478  0.03
F -4.317 0.831 -1.937  -0.01
C -2.991 1.359 -3.819  0.14
C -1.708 1.670 -4.337  0.05
C -0.588 1.621 -3.534  0.02
N -4.074 1.246 -4.737  0.03
C -4.512 2.398 -5.499  0.01
C -4.833 1.899 -6.932  0.00
N -4.916 0.400 -6.849  0.00
C -5.877 0.005 -5.766  0.00
C -5.188 0.365 -4.427  0.00
H 1.086 1.815 -7.410  0.00
H 0.059 0.749 -6.433  0.00
H 1.808 0.706 -6.238  0.00
H 0.075 3.148 -5.551  0.00
H 1.809 3.017 -5.330  0.00
H 2.751 1.649 -3.767  0.01
H -2.111 0.659 -0.629  0.01
H -1.615 1.851 -5.399  0.00
H -3.726 3.147 -5.526  0.00
H -5.404 2.859 -5.053  0.00
H -4.050 2.142 -7.647  0.00
H -5.786 2.272 -7.301  0.00
H -3.994 0.115 -6.492  0.00
H -5.110 -0.042 -7.744  0.00
H -6.084 -1.058 -5.855  0.00
H -6.797 0.563 -5.926  0.00
H -4.804 -0.534 -3.952  0.00
H -5.922 0.819 -3.757  0.00
C -2.280 0.327 2.087  0.00
O -0.940 0.197 2.578  0.02
C -0.406 -1.038 2.520  0.06
O -0.850 -1.945 1.839  0.16
H -2.370 1.342 1.710  0.00
H -2.972 0.176 2.915  0.00
H -2.483 -0.391 1.299  0.00
O 4.405 -2.495 3.236  0.08
C 3.511 -2.152 2.558  0.07
N 2.578 -1.837 1.873  0.08
O -3.088 -3.877 -7.720  0.00
S -3.198 -3.907 -6.277  0.00
O -3.347 -2.596 -5.658  0.00
O -4.078 -4.929 -5.739  0.00
C -1.574 -4.479 -5.708  0.00
N -0.927 -5.436 -6.395  0.00
C 0.243 -5.820 -5.915  0.00
C 0.820 -5.279 -4.768  0.00
C 0.065 -4.329 -4.123  0.00
N -1.114 -3.939 -4.579  0.00
C 0.479 -3.587 -2.878  0.00
C -0.481 -2.776 -2.301  0.00
C -0.155 -2.022 -1.210  0.01
N 1.077 -2.004 -0.682  0.00
C 2.019 -2.790 -1.217  0.00
C 1.744 -3.610 -2.305  0.00
H 0.761 -6.594 -6.474  0.00
H 1.793 -5.599 -4.422  0.00
H -1.470 -2.734 -2.736  0.00
H -0.872 -1.354 -0.762  0.00
H 3.010 -2.708 -0.793  0.00
H 2.548 -4.200 -2.723  0.00